Record 1
9
Properties=species:S:1:pos:R:3:nbo_charge:R:1 method="wB97M-V/def2-TZVPD" lumo_ev="4.544 / 4.263" multiplicity=1 total_charge=-1 e_homo_ev="-4.361 / -3.761" e_tot_ha=-337.923637
C -0.446 -1.495 -0.268 0.826
C 0.116 0.834 0.423 -0.091
N 1.184 1.086 -0.420 -0.669
N -0.494 -0.110 -0.428 -0.281
O 0.539 -2.186 -0.310 -0.680
O -1.685 -1.544 0.133 -0.665
H 0.487 0.425 1.488 0.118
H -0.670 1.510 0.711 0.124
H 0.969 1.480 -1.330 0.318

=====

Record 2
9
Properties=species:S:1:pos:R:3:nbo_charge:R:1 method="wB97M-V/def2-TZVPD" lumo_ev="4.392 / 4.376" multiplicity=3 total_charge=-1 e_homo_ev="-1.490 / -4.860" e_tot_ha=-337.881811
C 0.881 0.003 -0.026 -0.032
C 0.027 -1.000 -0.517 0.292
N 0.849 0.053 1.259 -0.614
N -2.152 1.087 0.309 -0.132
O -1.326 0.966 -0.607 -0.475
O -0.447 -1.908 0.200 -0.604
H 1.192 0.855 -0.771 0.149
H -0.291 -0.968 -1.505 0.109
H 1.265 0.913 1.657 0.307

=====

Record 3
9
Properties=species:S:1:pos:R:3:nbo_charge:R:1 method="wB97M-V/def2-TZVPD" lumo_ev="-6.105 / -6.113" multiplicity=1 total_charge=+1 e_homo_ev="-14.357 / -14.358" e_tot_ha=-337.506135
C -0.548 -0.037 0.770 0.197
C 0.676 0.230 -1.888 0.704
N -0.232 0.315 1.997 0.218
N -0.049 -0.823 -0.068 -0.727
O 0.476 -0.231 -2.889 -0.261
O -0.576 0.365 3.116 -0.061
H -1.186 0.823 0.460 0.238
H 1.045 1.129 -1.432 0.244
H 0.394 -1.770 -0.067 0.447